C17H34CoO2P2 | ωB97M-V with the def2-TZVPD basis set

Results
Gap between HOMO and LUMO (spin up / spin down), eV: 3.5 / 5.9
Highest occupied orbital energy (spin up / spin down), eV: -3.398 / -5.831

Structure (ORCA input):
```
! RIJCOSX wB97M-V def2-TZVPD def2/J DEFGRID3
* xyz 0 4
P -2.0898 -0.1249 -1.7431
P -0.7271 -1.9397 2.2097
C -2.5970 -1.1958 -0.3090
C -2.1782 -1.3601 1.1868
H -2.7344 -2.2199 -0.8541
H -3.5615 -0.6682 -0.1487
H -2.5001 -0.4260 1.7520
H -2.8718 -2.1567 1.5357
C -0.1089 -3.6327 2.0919
H 0.8606 -3.7081 2.6020
H 0.0287 -3.8961 1.0350
H -0.7848 -4.3730 2.5351
C -1.2920 -1.5664 3.8951
H -2.2449 -2.0857 4.0952
H -1.4778 -0.4818 3.9813
H -0.5768 -1.9005 4.6600
C -2.1726 -0.8751 -3.3448
H -1.6355 -0.1588 -3.9873
H -3.1779 -0.9892 -3.7612
H -1.6696 -1.8430 -3.4237
C -3.3764 1.1190 -1.6859
H -3.4874 1.5259 -0.6829
H -4.3503 0.7283 -2.0099
H -3.0601 1.8969 -2.3822
Co -3.6865 -3.5761 -0.4048
C -4.2862 -4.0779 1.2609
C -3.3060 -4.9846 0.7576
C -3.6693 -5.9577 -0.3165
C -4.6419 -5.4904 -1.4702
C -4.5538 -4.0521 -1.9473
C -5.1624 -2.9506 -1.2260
C -6.1913 -3.0709 -0.1517
C -5.7500 -4.0729 0.9537
C -0.4671 0.3916 -1.4198
H -4.0551 -3.5935 2.2263
H -2.3250 -5.0101 1.2287
H -4.1804 -6.7741 0.2047
H -2.7813 -6.4168 -0.7719
H -4.4249 -6.0945 -2.3572
H -5.6833 -5.7397 -1.2091
H -4.0363 -3.8322 -2.9032
H -5.2164 -1.9773 -1.7476
H -7.1703 -3.3765 -0.5450
H -6.3432 -2.0812 0.3120
H -6.2787 -3.7491 1.8618
H -6.1026 -5.0823 0.7141
H -0.5652 1.3448 -0.9010
H -0.0354 0.5257 -2.4312
H 0.1195 -0.3325 -0.8502
C 1.9946 0.7601 2.0033
C 0.6185 0.2683 1.8779
O -0.4033 0.9368 1.8665
O 0.5912 -1.1199 1.7846
H 2.0321 1.7822 1.5971
H 2.7247 0.1051 1.5063
H 2.2532 0.7894 3.0834
*
```